Record 1
{"formula": "C7H16O", "method": "ωB97M-V/def2-TZVPD", "elements": ["C", "C", "C", "C", "C", "C", "C", "O", "H", "H", "H", "H", "H", "H", "H", "H", "H", "H", "H", "H", "H", "H", "H", "H"], "coordinates": [[-0.38315, -0.07168, -0.03872], [0.99225, 0.22841, 0.55231], [-1.27971, 1.14628, 0.46614], [2.34122, -1.79208, 0.28462], [-0.33912, -0.12746, -1.56104], [-0.99188, -1.35309, 0.53099], [-1.06011, 2.49409, -0.20889], [2.07874, -0.47947, -0.12533], [1.01686, -0.02293, 1.62109], [1.26406, 1.27389, 0.39896], [-1.16073, 1.24966, 1.54724], [-2.31295, 0.83965, 0.28900], [2.23424, -1.91159, 1.37151], [1.69136, -2.52429, -0.21146], [3.37493, -2.01059, 0.00903], [0.17948, -1.02685, -1.88421], [-1.04048, -1.30842, 1.61764], [-2.00256, -1.48814, 0.14882], [0.19927, 0.72626, -1.96259], [-1.34824, -0.14395, -1.96852], [-0.40842, -2.22516, 0.24913], [-1.72339, 3.23634, 0.23270], [-0.03878, 2.84652, -0.08679], [-1.28288, 2.44459, -1.27164]], "atomic_forces_ev_per_a": [[-0.6, 1.3, 0.7], [1.2, -1.2, -0.9], [0.1, -0.9, -0.6], [0.0, -0.2, 0.1], [0.1, 0.0, 0.3], [0.2, 0.2, -0.1], [0.0, -0.2, 0.1], [-0.6, 0.8, 0.5], [0.0, 0.1, 0.0], [-0.1, -0.1, 0.1], [0.0, -0.1, 0.1], [-0.1, 0.0, 0.1], [0.0, 0.0, -0.1], [0.0, 0.0, 0.0], [-0.1, 0.0, 0.0], [0.1, -0.1, -0.1], [0.0, 0.0, 0.1], [-0.1, 0.0, 0.0], [0.0, 0.1, -0.1], [-0.1, 0.0, -0.1], [0.0, -0.1, 0.0], [0.0, 0.1, 0.0], [0.1, 0.1, 0.0], [0.0, 0.0, -0.1]], "gap_ev": 10.4, "total_charge": 0, "smiles": "CCC(C)(C)COC", "multiplicity": 1, "lumo_ev": 0.9}

Record 2
{"formula": "C7H16O", "method": "ωB97M-V/def2-TZVPD", "elements": ["C", "C", "C", "C", "C", "C", "C", "H", "H", "H", "H", "H", "H", "H", "H", "H", "H", "H", "H", "H", "H", "H", "H", "O"], "coordinates": [[2.75144, -1.38004, 0.81177], [1.45226, -1.56399, 0.03426], [0.19970, -1.42737, 0.89532], [-0.03362, 0.00146, 1.46779], [-1.51119, 2.71272, -0.90627], [-1.36948, 1.66898, 0.11556], [-0.17412, 1.02104, 0.43668], [2.83134, -2.14743, 1.58346], [3.60294, -1.46004, 0.13929], [2.82645, -0.42831, 1.33900], [1.39644, -0.87229, -0.81140], [1.45708, -2.55243, -0.42400], [0.20888, -2.12200, 1.73751], [-0.68289, -1.75042, 0.33517], [-0.92267, -0.01980, 2.10035], [0.82295, 0.26592, 2.10137], [-0.55578, 2.95788, -1.36106], [-1.95551, 3.60130, -0.44748], [-2.20682, 2.40196, -1.69514], [-2.26063, 1.38914, 0.67437], [0.70807, 1.29140, -0.13551], [-1.16565, -0.14570, -1.55447], [-0.97601, -0.44964, -3.03258], [-1.37171, -0.79391, -2.21020]], "atomic_forces_ev_per_a": [[-0.1, -0.1, 0.1], [0.0, 0.2, 0.2], [-0.1, -0.8, -0.6], [-0.6, 0.6, 0.4], [0.6, -0.3, 0.2], [-0.8, 0.4, -0.2], [0.6, -0.4, 0.2], [0.1, -0.1, -0.1], [0.1, 0.0, 0.1], [0.0, 0.2, -0.1], [0.0, 0.0, 0.0], [-0.1, -0.1, 0.1], [0.3, 0.2, 0.2], [0.0, 0.3, -0.1], [0.0, 0.0, 0.0], [0.1, -0.1, -0.2], [0.0, 0.1, -0.1], [-0.1, 0.1, 0.0], [-0.2, -0.1, 0.1], [0.0, -0.1, 0.0], [0.1, 0.0, -0.1], [0.2, 0.6, 0.5], [-0.3, -0.3, 0.4], [0.1, -0.3, -1.0]], "gap_ev": [10.6, 6.6], "total_charge": 1, "s_squared": 0.75, "multiplicity": 2, "lumo_ev": [-4.6, -8.6]}